Record 1
22
Properties=species:S:1:pos:R:3 method="wB97M-V/def2-TZVPD" homo_ev=-7.907 de_lowest_kj_mol=60.5 e_tot_ev=-34783.793 lumo_ev=0.766 total_charge=0
C 0.42708 2.00525 0.47128
C 1.63631 -0.00857 0.31453
C 3.12664 0.02667 0.50761
C -1.47936 -0.88269 -0.87020
C -0.78248 -1.44489 0.35881
C -2.96962 -0.70781 -0.62815
N 0.72413 1.95964 -0.91769
N 1.32876 1.04138 -1.35472
O 0.86424 0.80071 1.09217
S 1.01053 -1.66700 0.11312
Cl -3.28796 0.61753 0.52925
H 0.94413 2.87526 0.90336
H -0.65643 2.12150 0.61044
H 3.39203 -0.48365 1.43430
H 3.48215 1.05292 0.55695
H 3.60541 -0.47989 -0.32713
H -1.35158 -1.57764 -1.70346
H -1.03525 0.06989 -1.16423
H -1.15205 -2.44605 0.57850
H -0.92792 -0.81326 1.23301
H -3.40805 -1.60417 -0.19002
H -3.49072 -0.45514 -1.54772



Record 2
216
Properties=species:S:1:pos:R:3 method="wB97M-V/def2-TZVPD" homo_ev=-9.256 e_tot_ev=-146022.995 lumo_ev=0.307 total_charge=0
C 1.86814 7.64775 -13.66604
C 1.95432 7.89618 -15.19215
C 0.80551 7.26337 -15.99814
C 0.77525 5.83954 -15.81767
N 0.67836 4.71872 -15.55198
H 1.99551 6.58493 -13.46036
H 0.94163 8.01607 -13.22556
H 2.70263 8.10516 -13.13452
H 2.86543 7.48359 -15.62544
H 1.95620 8.95799 -15.43842
H 0.86313 7.49542 -17.06159
H -0.10687 7.73970 -15.63930
C -5.08039 14.79646 -19.88638
C -3.94385 15.75132 -19.52010
C -2.49155 15.16072 -19.56131
C -2.19950 14.31350 -20.72282
N -1.97856 13.59901 -21.59906
H -6.02028 15.26228 -19.59019
H -4.96686 13.93518 -19.22804
H -5.06268 14.40942 -20.90519
H -4.09358 16.14842 -18.51612
H -3.90829 16.63657 -20.15505
H -2.26249 14.46641 -18.75287
H -1.75216 15.95850 -19.49102
C -3.54363 13.28955 -12.71025
C -3.72842 14.25471 -13.90937
C -5.08505 14.92623 -13.88880
C -5.19339 15.93080 -14.92203
N -5.30689 16.71780 -15.78170
H -2.65383 12.66131 -12.75125
H -4.33368 12.56744 -12.50416
H -3.41327 13.87486 -11.80002
H -3.66413 13.70421 -14.84794
H -2.85452 14.90615 -13.90763
H -5.28620 15.38346 -12.91999
H -5.90427 14.22596 -14.05185
C 1.25197 9.30155 -10.55849
C 2.67950 9.18424 -10.05194
C 2.80604 8.59412 -8.63912
C 2.19722 7.24948 -8.56679
N 1.66710 6.22902 -8.53891
H 0.78755 8.35329 -10.82909
H 1.16118 10.06993 -11.32624
H 0.62080 9.67722 -9.75314
H 3.05876 10.20571 -10.08152
H 3.36531 8.78222 -10.79768
H 2.22771 9.22589 -7.96495
H 3.83087 8.67026 -8.27580
C 0.29250 13.68197 -13.75111
C 0.77848 14.31097 -12.45116
C 2.23671 14.73017 -12.56661
C 2.76972 14.85280 -11.16943
N 3.17459 14.92832 -10.08974
H -0.72225 13.28873 -13.68998
H 0.94416 12.87104 -14.07640
H 0.28079 14.42424 -14.54922
H 0.75060 13.58610 -11.63759
H 0.12190 15.12273 -12.13804
H 2.41901 15.65481 -13.11424
H 2.90310 13.97430 -12.98217
F 6.71888 18.92974 -11.82508
C 6.46466 17.80588 -12.54577
C 5.88965 16.71500 -11.91153
C 5.70910 15.46521 -12.53943
C 6.12132 15.37087 -13.87051
C 6.61502 16.50195 -14.54531
C 6.77833 17.69054 -13.88117
H 5.48492 16.82013 -10.91577
H 5.20757 14.68251 -11.98968
H 5.85166 14.47298 -14.40666
H 6.87485 16.47999 -15.59335
H 7.20657 18.54337 -14.38682
F -1.05623 17.01299 -12.90619
C -1.98594 17.66256 -12.16962
C -2.68633 17.01146 -11.17368
C -3.62904 17.72994 -10.40414
C -3.85799 19.08909 -10.70959
C -3.17284 19.72215 -11.75600
C -2.18177 19.00862 -12.41968
H -2.53720 15.94947 -11.04582
H -4.10661 17.27971 -9.54645
H -4.55277 19.63694 -10.09028
H -3.35679 20.77136 -11.93412
H -1.55230 19.46713 -13.16796
F 1.02176 18.91861 -13.33399
C 1.79878 19.42456 -12.34393
C 2.07588 20.81181 -12.36768
C 2.79663 21.39343 -11.28891
C 3.19003 20.61823 -10.18360
C 2.91047 19.24730 -10.17477
C 2.20657 18.62788 -11.23265
H 1.79757 21.41536 -13.21897
H 2.98811 22.45486 -11.23313
H 3.78650 21.10444 -9.42582
H 3.21510 18.64508 -9.33160
H 1.93943 17.58398 -11.15984
F -1.54638 10.29935 -12.36782
C -2.04509 10.04717 -13.61456
C -1.16331 10.14014 -14.67587
C -1.70346 10.14648 -15.98432
C -3.06210 10.07247 -16.16845
C -3.88264 9.85921 -15.08999
C -3.41507 9.88184 -13.78343
H -0.11467 10.32403 -14.49438
H -1.03755 10.28254 -16.82363
H -3.46637 10.14903 -17.16700
H -4.91801 9.62985 -15.29440
H -4.00670 9.80145 -12.88347
F -3.19120 20.33503 -17.98240
C -2.32499 19.29246 -17.75507
C -1.16171 19.20126 -18.54147
C -0.17204 18.31012 -18.18100
C -0.36219 17.44259 -17.08325
C -1.56398 17.44141 -16.41123
C -2.50972 18.44013 -16.69178
H -1.09603 19.85970 -19.39502
H 0.73833 18.19887 -18.75132
H 0.37976 16.72972 -16.75505
H -1.68019 16.76795 -15.57495
H -3.42287 18.54754 -16.12522
F 5.65895 18.21483 -8.77760
C 6.00096 17.23979 -7.96835
C 7.32037 17.11801 -7.46403
C 7.60409 15.99415 -6.68544
C 6.62702 15.11522 -6.36155
C 5.34905 15.28726 -6.85292
C 4.98908 16.33275 -7.64342
H 8.13470 17.71334 -7.84985
H 8.62002 15.76694 -6.39793
H 6.81421 14.30954 -5.66712
H 4.62881 14.56387 -6.50026
H 3.97265 16.48455 -7.97541
F -5.97856 8.91865 -9.52268
C -4.72042 9.31617 -9.05125
C -4.25047 8.78311 -7.83030
C -3.00026 9.16770 -7.45069
C -2.20752 10.02771 -8.23628
C -2.75038 10.62740 -9.38233
C -3.98291 10.22028 -9.82870
H -4.89624 8.20326 -7.18752
H -2.58705 8.76657 -6.53704
H -1.20115 10.35137 -8.01524
H -2.22593 11.33574 -10.00650
H -4.38636 10.56250 -10.77024
F 2.50298 11.51165 -12.85803
C 3.81921 11.28385 -12.75501
C 4.50552 11.72070 -11.58139
C 5.84371 11.40519 -11.42609
C 6.49855 10.67560 -12.43428
C 5.82779 10.30325 -13.55667
C 4.50027 10.57820 -13.75572
H 4.07670 12.35594 -10.82047
H 6.35015 11.76072 -10.54093
H 7.54988 10.44092 -12.35669
H 6.51491 9.74736 -14.17737
H 4.04707 10.26403 -14.68433
F 2.93202 19.80867 -19.06890
C 3.27698 20.10434 -17.78693
C 3.81539 21.36084 -17.44978
C 4.14046 21.62873 -16.13323
C 3.85649 20.68499 -15.14859
C 3.26704 19.48320 -15.43950
C 3.00936 19.17136 -16.78098
H 4.00584 22.06969 -18.24203
H 4.62854 22.57496 -15.95198
H 4.19224 20.80200 -14.12879
H 3.15141 18.77896 -14.62891
H 2.55018 18.23731 -17.06926
F 1.33307 11.20919 -17.79933
C 1.88593 12.45209 -17.78492
C 2.56939 12.90108 -16.68672
C 2.97258 14.22771 -16.58280
C 2.74316 15.09197 -17.62972
C 1.98415 14.65680 -18.72896
C 1.57548 13.34105 -18.82469
H 2.76516 12.20933 -15.88077
H 3.64387 14.59374 -15.82005
H 3.26623 16.03348 -17.70929
H 1.89935 15.28875 -19.60065
H 1.09595 13.00737 -19.73303
F 10.21580 15.36155 -8.32717
C 10.00072 14.50828 -9.31265
C 10.97976 13.61545 -9.79275
C 10.77616 12.88436 -10.92674
C 9.55207 12.96352 -11.61782
C 8.57095 13.82078 -11.15152
C 8.78090 14.59826 -10.02065
H 11.98156 13.54328 -9.39575
H 11.55765 12.24377 -11.30794
H 9.47329 12.48342 -12.58203
H 7.58084 13.86886 -11.58021
H 8.00658 15.23430 -9.61779
F -0.02347 11.51504 -5.82702
C 1.26738 11.52347 -6.23309
C 2.25361 11.07439 -5.41208
C 3.60594 11.23215 -5.72740
C 3.88369 11.78711 -6.93651
C 2.85918 12.23124 -7.80397
C 1.48478 12.16208 -7.44334
H 1.97298 10.46967 -4.56241
H 4.40105 10.93994 -5.05748
H 4.92152 11.87967 -7.22063
H 3.13370 12.60363 -8.77987
H 0.70141 12.46797 -8.12094
F -1.25906 14.15305 -9.89649
C -0.86427 14.74156 -8.75245
C 0.25048 15.51554 -8.71068
C 0.70151 16.02850 -7.45268
C -0.08426 15.82834 -6.34632
C -1.30579 15.12101 -6.45952
C -1.67488 14.52884 -7.63376
H 0.76229 15.68698 -9.64612
H 1.58254 16.65179 -7.41134
H 0.25520 16.29278 -5.43229
H -1.89168 15.15071 -5.55274
H -2.56921 13.94595 -7.79745



Record 3
120
Properties=species:S:1:pos:R:3 method="wB97M-V/def2-TZVPD" homo_ev=-10.167 de_lowest_kj_mol=41.5 e_tot_ev=-2133360.075 lumo_ev=0.107 total_charge=0
Br 5.05587 -3.61784 -0.28679
C 3.34083 -3.68306 -1.25640
C 2.96516 -5.20983 -1.32659
Br 1.13642 -5.28413 -2.05638
H 3.55223 -3.20898 -2.20917
H 2.59405 -3.05349 -0.72321
H 2.84502 -5.61934 -0.32515
H 3.59738 -5.80166 -1.94201
Br 6.14526 0.19803 -2.97503
C 5.84279 1.50126 -1.55754
C 5.77578 0.80199 -0.20404
Br 5.75009 2.28630 1.10376
H 4.87152 1.99909 -1.75780
H 6.64725 2.34064 -1.58051
H 6.70614 0.18178 -0.05481
H 4.92054 0.13879 -0.07754
Br -3.50181 -0.60032 -5.62683
C -3.45678 -1.39980 -3.91685
C -4.80175 -1.27919 -3.22527
Br -4.74636 -1.69790 -1.30850
H -2.73781 -0.74022 -3.47025
H -3.12806 -2.47708 -4.00269
H -5.59772 -1.74413 -3.86458
H -5.11318 -0.22047 -3.21143
Br -5.68252 -1.97228 2.39112
C -5.96929 -0.05605 2.54480
C -4.66000 0.70482 2.23632
Br -5.17438 2.58420 2.48545
H -6.27639 0.18179 3.54290
H -6.77921 0.17504 1.84469
H -4.33248 0.64517 1.18975
H -3.90876 0.47064 2.92926
Br 2.76694 -0.81341 1.44382
C 3.88026 -1.50098 2.88832
C 4.87409 -0.54743 3.54300
Br 5.74211 -1.60679 4.84555
H 4.37669 -2.37301 2.45035
H 3.18052 -1.70930 3.71995
H 4.29197 0.21981 4.04625
H 5.53759 -0.09801 2.86337
Br 1.97205 1.85585 -2.44191
C 2.57885 0.85772 -4.02569
C 3.56145 1.68339 -4.76008
Br 4.08404 0.47126 -6.33168
H 1.63296 0.67034 -4.55292
H 2.94931 -0.00561 -3.59385
H 4.42430 1.97852 -4.18523
H 3.10361 2.57837 -5.22662
Br 2.86363 2.46753 4.13670
C 2.52674 3.79524 2.70119
C 2.00341 3.01595 1.52190
Br 1.32213 4.30256 0.16691
H 3.49029 4.29075 2.50356
H 1.83733 4.48414 3.19851
H 1.23273 2.26780 1.77649
H 2.86319 2.47464 1.04621
Br -2.58140 -1.72038 4.39749
C -0.83742 -0.90826 4.55934
C -0.52394 -0.64425 5.97640
Br 1.34889 -0.20561 5.96853
H -0.88071 -0.05757 3.87401
H -0.08843 -1.56754 4.20838
H -0.64583 -1.60144 6.52260
H -1.16286 0.06696 6.45121
Br 3.98256 -4.69636 -4.79795
C 2.64354 -3.27119 -5.02946
C 1.51518 -3.76433 -5.88890
Br 0.50565 -2.25801 -6.43298
H 3.18225 -2.40010 -5.31661
H 2.30449 -3.14562 -3.97424
H 0.85174 -4.47509 -5.41547
H 1.93312 -4.27325 -6.72556
Br -2.28997 7.11700 2.36945
C -3.15484 6.64198 0.60732
C -2.89014 5.18050 0.37197
Br -4.09888 4.58608 -1.11268
H -2.84252 7.37522 -0.09786
H -4.15047 6.70787 0.91582
H -3.24054 4.58149 1.18876
H -1.86964 4.97532 0.05460
Br -1.42515 3.38956 4.00767
C -2.94445 4.14292 4.93993
C -2.49032 5.33661 5.81562
Br -3.79651 5.94239 7.07841
H -3.23173 3.31468 5.56837
H -3.67225 4.35200 4.16503
H -2.26371 6.18542 5.12650
H -1.57425 5.02483 6.34091
Br 0.03807 -2.00632 -1.16815
C -0.78395 -0.72797 0.08181
C -1.18528 0.51366 -0.73351
Br -1.84690 1.92669 0.47485
H 0.07140 -0.56024 0.76115
H -1.58584 -1.31832 0.55204
H -2.02159 0.33995 -1.41485
H -0.24868 0.83145 -1.28204
Br -0.79591 2.87844 -4.78476
C -0.79309 4.29914 -3.35637
C -0.67165 5.69653 -3.92186
Br -0.37360 6.93240 -2.38815
H 0.05468 3.86512 -2.78005
H -1.73862 4.18988 -2.82954
H -1.65564 6.05891 -4.36714
H 0.10630 5.92740 -4.67636
Br -2.34279 -5.08638 -0.71406
C -2.73045 -4.52565 -2.54189
C -2.12472 -5.54414 -3.46285
Br -2.43729 -5.09854 -5.32554
H -2.26509 -3.58005 -2.76530
H -3.79703 -4.55801 -2.70600
H -2.49284 -6.52483 -3.31046
H -1.01046 -5.59189 -3.46161
Br 0.94140 -4.62640 2.39087
C -0.61724 -5.51904 2.91969
C -0.87128 -5.34615 4.42232
Br -2.45986 -6.26676 4.99258
H -0.47178 -6.54176 2.69702
H -1.40496 -5.20388 2.22795
H -1.00084 -4.29866 4.63236
H -0.07197 -5.76954 5.07845